[1]
Below is C3HEuO2 as an isolated structure in a non-equilibrium geometry, with properties calculated with wB97M-V/def2-TZVPD.

Geometry as XYZ:
```
7
Properties=species:S:1:pos:R:3:forces:R:3:mulliken_charge:R:1
H 1.31205 2.08132 -0.14038 -1.11 -0.53 -0.15 0.2691
C 1.95913 0.31832 -0.31360 -0.22 -4.27 -3.18 0.6060
C 0.86915 1.03784 -0.25642 0.60 2.62 1.84 -1.0318
O 2.59298 -0.58768 -0.76105 0.04 2.07 1.91 -0.3986
Eu -1.17733 0.41027 0.90249 0.66 0.15 -0.45 1.5430
O -0.81466 -1.82197 -0.41540 0.78 -1.34 -0.61 -0.1640
C -0.28272 -2.72481 -0.89134 -0.75 1.30 0.63 0.1762
```
Forces are in eV/Å.

## Properties
Kohn-Sham gap (spin up / spin down) (eV): 6.5876 / 6.7899
Lowest unoccupied orbital energy (spin up / spin down) (eV): -5.391 / -5.233
2S+1: 8
Charge: +1
HOMO energy (spin up / spin down) (eV): -11.979 / -12.023



[2]
Below is a 2-piece molecular cluster, C4H12NO overall in a non-equilibrium geometry, with properties calculated with wB97M-V/def2-TZVPD.

Geometry as XYZ:
```
18
Properties=species:S:1:pos:R:3:forces:R:3:nbo_charge:R:1
C 1.60962 0.11494 0.62451 1.60 -0.05 -0.27 -0.1941
C 0.13447 -0.02345 0.48093 0.57 1.36 -0.20 -0.4854
C -0.35631 -1.14197 -0.33744 1.75 -2.76 0.34 -0.2560
C -1.18876 -1.02122 -1.34306 -2.11 -0.02 -2.51 -0.3363
N 2.06150 0.82185 -0.65925 0.98 -0.81 -2.72 -0.7100
H 2.14649 -0.84938 0.66858 -0.28 0.38 -0.25 0.2306
H 2.04561 0.72006 1.40634 -0.51 0.18 0.51 0.2343
H -0.18245 0.94992 0.08595 -0.53 -0.13 -0.21 0.2175
H -0.35918 -0.02051 1.42872 -0.27 -0.43 0.78 0.2700
H 0.05655 -2.23660 -0.22627 -1.46 1.92 1.30 0.2312
H -2.04601 -1.80080 -1.41992 2.20 0.87 -1.01 0.2406
H -1.05481 -0.20879 -2.14731 -1.42 -0.45 1.88 0.1963
H 2.22545 1.85138 -0.70732 0.01 -0.82 0.94 0.4530
H 1.29315 0.70557 -1.37812 0.99 -0.31 0.73 0.4490
H 2.93584 0.34396 -1.06342 -1.52 1.02 0.61 0.4558
H -2.60827 0.88533 2.06232 -0.44 -0.44 -2.82 0.4631
H -3.78409 0.28878 1.41674 -0.24 -0.17 -0.72 0.4789
O -2.92883 0.62090 1.10801 0.68 0.65 3.61 -0.9387
```
Forces are in eV/Å.

## Properties
Kohn-Sham gap (eV): 8.7962
Lowest unoccupied orbital energy (eV): -3.690
Charge: +1
HOMO energy (eV): -12.486



So what do the calculations give for E_tot? Going down the list: -975.36951 -289.24846 hartree.
So what do the calculations give for energy relative to the best compared isomer or geometry (same formula, charge and spin)? Going down the list: 0.0 79.3 kcal per mole.